1.
{"formula": "C20H60N4O8", "method": "the ωB97M-V functional and the def2-TZVPD basis", "symbols": ["C", "C", "C", "O", "C", "N", "H", "H", "H", "H", "H", "H", "H", "H", "H", "H", "H", "C", "C", "C", "O", "C", "N", "H", "H", "H", "H", "H", "H", "H", "H", "H", "H", "H", "C", "C", "C", "O", "C", "N", "H", "H", "H", "H", "H", "H", "H", "H", "H", "H", "H", "C", "C", "C", "O", "C", "N", "H", "H", "H", "H", "H", "H", "H", "H", "H", "H", "H", "C", "O", "H", "H", "H", "H", "C", "O", "H", "H", "H", "H", "C", "O", "H", "H", "H", "H", "C", "O", "H", "H", "H", "H"], "coordinates": [[-2.33340, -4.08886, 0.39446], [-0.86944, -4.51287, 0.23759], [0.06086, -3.26555, 0.03825], [1.47521, -3.50052, 0.19337], [2.11104, -4.57420, -0.49623], [-0.60598, -5.17941, 1.50518], [-2.44199, -3.60026, 1.36275], [-2.99730, -4.95088, 0.45970], [-2.67855, -3.32788, -0.30544], [-0.73502, -5.17215, -0.61996], [-0.32999, -2.49576, 0.70365], [-0.24797, -2.89647, -0.93976], [3.18755, -4.46306, -0.62615], [1.78122, -4.48840, -1.53158], [2.06122, -5.56525, -0.04519], [0.26969, -4.83142, 1.86880], [-0.48995, -6.16230, 1.30378], [2.34272, 4.27945, 3.82495], [1.15948, 4.33064, 2.86995], [1.21290, 3.48684, 1.59326], [2.04109, 4.25478, 0.71163], [2.35258, 3.63255, -0.55525], [-0.01209, 4.09071, 3.72865], [2.72497, 3.26257, 3.91402], [2.17675, 4.65777, 4.83363], [3.18946, 4.87465, 3.48308], [0.92256, 5.36433, 2.61804], [0.19272, 3.46614, 1.20998], [1.51583, 2.45440, 1.76761], [3.24270, 4.07018, -1.00721], [1.52453, 3.99296, -1.16562], [2.55297, 2.56140, -0.57938], [0.21870, 3.51536, 4.52601], [-0.68826, 3.51505, 3.24750], [3.85747, 1.64878, -3.84514], [3.52569, 1.54286, -2.28418], [3.33302, 0.10200, -1.71307], [2.78649, 0.09514, -0.41069], [2.34622, -1.15024, -0.01286], [4.58520, 2.28217, -1.63083], [3.89949, 2.67235, -4.21749], [3.12168, 1.17877, -4.49768], [4.88095, 1.27565, -3.88213], [2.61334, 2.08385, -2.03311], [4.29776, -0.39806, -1.62754], [2.62996, -0.34514, -2.41583], [3.18843, -1.77572, 0.28304], [1.82919, -1.59060, -0.86543], [1.69283, -0.96452, 0.83960], [4.34937, 3.25020, -1.46526], [4.78834, 1.83987, -0.74584], [-1.45415, -1.15691, 1.43294], [-1.23815, 0.18090, 0.72048], [-1.29033, 0.15004, -0.83016], [-0.65635, 1.36050, -1.41255], [0.74705, 1.53710, -1.38972], [-2.14352, 1.14365, 1.26151], [-0.77304, -1.88352, 0.98997], [-2.46542, -1.56069, 1.38390], [-1.05149, -1.02172, 2.43677], [-0.19460, 0.37671, 0.96695], [-2.32679, 0.09801, -1.16351], [-0.74933, -0.74599, -1.13438], [1.13075, 1.03521, -2.27797], [1.16762, 1.33915, -0.40379], [1.02698, 2.58655, -1.48126], [-1.99396, 1.84527, 0.55055], [-3.06417, 0.75557, 1.11350], [-1.50697, -2.91500, -2.45017], [-1.73642, -2.45247, -3.73178], [-1.09914, -3.92583, -2.45521], [-0.79047, -2.29578, -1.91044], [-2.42845, -2.93747, -1.86840], [-2.06708, -1.55167, -3.70320], [-1.40965, 1.72104, 3.72325], [-0.73872, 1.82362, 2.45701], [-2.46325, 1.44240, 3.70404], [-0.87538, 1.00586, 4.34868], [-1.34975, 2.66772, 4.26019], [-1.33031, 1.51102, 1.76861], [-4.23521, -0.50835, 0.67077], [-4.16857, 0.76299, 0.09326], [-3.55261, -1.21446, 0.19790], [-4.20841, -0.54531, 1.75980], [-5.17886, -0.96424, 0.37112], [-5.05851, 0.99510, -0.18193], [-3.68127, -0.16918, -2.61589], [-3.52287, -1.51979, -3.13878], [-4.57604, 0.42463, -2.80264], [-3.38195, -0.19261, -1.56806], [-2.94277, 0.40641, -3.17393], [-3.98067, -2.09033, -2.51709]], "forces_ev_per_angstrom": [[-0.30, 0.73, 0.25], [-0.01, 1.07, 0.53], [0.15, -2.92, -0.88], [-0.39, -0.60, 1.16], [-0.31, 0.63, -1.07], [0.72, -0.53, -0.12], [0.23, -0.24, 0.14], [0.03, -0.01, -0.43], [-0.20, -0.55, -0.06], [-0.04, -0.19, -0.03], [4.40, -4.77, -1.71], [1.50, -0.45, 0.97], [0.17, 0.96, 0.66], [-0.38, -0.89, -0.20], [-0.90, -0.04, 0.02], [0.27, -0.19, 0.18], [0.15, -0.21, 0.42], [1.37, 0.08, -0.67], [-1.03, 0.72, 1.72], [-0.04, 1.34, 0.11], [1.39, -1.13, -0.33], [-0.35, 2.39, 1.39], [-0.36, -0.13, 0.09], [-0.10, -0.22, 0.06], [-0.66, -0.01, -0.11], [0.08, -0.02, -0.35], [0.92, 0.14, -0.87], [-0.04, -0.11, -0.26], [0.43, 0.02, -0.11], [-0.39, 0.87, 0.75], [0.13, -0.39, -0.49], [-0.40, 0.78, 1.22], [0.45, 0.03, 0.06], [0.47, 0.80, -0.63], [-0.48, -0.45, 1.52], [0.14, 0.92, -0.87], [0.53, 1.19, -0.44], [1.12, 1.81, -0.32], [0.12, 0.10, -0.23], [1.36, -0.95, 0.30], [-0.02, 0.26, 0.61], [0.24, -0.58, 0.05], [-0.18, -0.36, -0.63], [0.33, -0.52, -1.18], [0.15, -0.35, -0.68], [0.18, -0.72, -0.03], [-0.07, -0.26, 0.04], [-0.21, -0.27, 0.24], [-0.10, -0.40, 0.01], [0.48, -0.59, -0.19], [0.18, 0.29, 0.27], [0.16, 0.90, 0.17], [0.75, -3.14, -1.81], [2.03, 0.75, 0.95], [-2.45, -0.51, 0.65], [-1.60, -0.18, -0.04], [-7.20, -3.85, -8.06], [-3.67, 4.75, 2.33], [0.92, 0.11, 0.64], [-0.53, -0.09, 0.34], [-0.13, 0.70, 0.02], [2.17, 0.69, 0.50], [0.09, 0.20, -0.32], [0.19, -0.57, 0.56], [-0.13, -0.82, -0.49], [-1.72, -0.77, -0.75], [-1.26, 1.07, -0.41], [1.20, 1.41, 0.97], [-0.05, 0.40, -0.64], [3.16, -1.69, -1.74], [-0.03, -0.06, -0.36], [-0.65, 0.30, -1.11], [0.24, -0.05, -0.09], [0.46, -0.69, 0.00], [1.11, -0.28, -0.48], [6.43, 3.47, 8.42], [-0.20, -0.22, -0.59], [-0.07, -0.29, 0.13], [-0.68, -0.55, 0.21], [1.45, 1.72, 3.59], [-2.51, -2.17, -1.09], [-1.91, 0.65, -0.90], [0.29, 0.48, 0.14], [0.33, 0.23, -0.04], [-0.43, 0.00, 0.31], [-0.09, 0.25, -0.05], [0.64, -0.41, -0.89], [-4.58, 3.14, 1.25], [-0.77, -0.82, 0.05], [-1.86, 0.01, -1.28], [0.37, 0.09, 0.24], [-0.18, -0.23, -0.26]], "homo_energy_ev": -7.9, "e_lumo_ev": -0.1, "multiplicity": 1, "gap_ev": 7.892, "e_above_lowest_kcal_mol": 405.6}

2.
{"formula": "C30H20Cl5N4NiO3S", "method": "the ωB97M-V functional and the def2-TZVPD basis", "symbols": ["Ni", "C", "C", "C", "C", "C", "C", "C", "S", "O", "O", "N", "C", "C", "C", "C", "C", "N", "H", "H", "H", "H", "H", "H", "H", "H", "H", "H", "H", "C", "C", "C", "C", "C", "C", "N", "N", "C", "C", "C", "C", "C", "C", "H", "H", "H", "H", "H", "H", "H", "H", "H", "Cl", "C", "C", "Cl", "C", "Cl", "C", "O", "C", "Cl", "C", "Cl"], "coordinates": [[1.85772, -0.36533, 0.32917], [-5.10757, 3.01404, -0.24222], [-4.07727, 2.29619, 0.58929], [-3.66103, 1.01385, 0.24186], [-2.66588, 0.37135, 0.95647], [-2.07747, 1.01517, 2.03860], [-2.50494, 2.27718, 2.42569], [-3.50069, 2.91018, 1.69419], [-0.74601, 0.21648, 2.87279], [-1.06170, -1.18333, 2.92937], [-0.54417, 0.93255, 4.10998], [0.51185, 0.36379, 1.88665], [1.20975, 1.53790, 1.81403], [1.06568, 2.75546, 2.52355], [1.85140, 3.82230, 2.17789], [2.78447, 3.72176, 1.13922], [2.90085, 2.50739, 0.51390], [2.16545, 1.45031, 0.86274], [-5.74835, 2.30723, -0.76870], [-4.61608, 3.63397, -0.99627], [-5.73290, 3.66461, 0.36992], [-4.10608, 0.52551, -0.61741], [-2.32820, -0.61735, 0.68483], [-2.07067, 2.74566, 3.29662], [-3.83425, 3.89978, 1.98679], [0.35613, 2.81244, 3.33002], [1.74179, 4.75837, 2.71256], [3.38897, 4.56176, 0.83128], [3.57898, 2.35707, -0.31139], [-2.18876, -4.11882, 0.88505], [-2.07838, -3.00693, 0.06539], [-0.85518, -2.37735, -0.11005], [0.26754, -2.88361, 0.51170], [0.16773, -3.99933, 1.32969], [-1.05587, -4.61099, 1.52540], [1.54395, -2.24847, 0.29065], [2.50427, -3.03141, 0.18584], [3.68809, -2.32648, -0.04484], [4.85677, -3.03382, -0.28948], [6.01686, -2.34530, -0.59096], [5.98165, -0.95738, -0.65064], [4.80079, -0.25935, -0.39717], [3.63081, -0.92827, -0.07326], [-3.15165, -4.58987, 1.03370], [-2.95500, -2.62119, -0.44085], [-0.74147, -1.51177, -0.74869], [1.06313, -4.36456, 1.81707], [-1.12951, -5.46926, 2.18053], [4.82731, -4.11706, -0.25604], [6.93632, -2.87929, -0.79353], [6.88090, -0.40436, -0.89649], [4.83525, 0.81763, -0.45782], [-3.38075, 1.11240, -5.49091], [-2.09340, 0.58625, -4.45205], [-1.78555, 1.29225, -3.29035], [-2.68952, 2.71636, -2.88467], [-0.76364, 0.87484, -2.45726], [-0.36306, 1.72553, -1.01050], [0.03771, -0.28758, -2.72962], [0.95127, -0.68490, -1.95926], [-0.31822, -0.97725, -3.93132], [0.59477, -2.39717, -4.29939], [-1.34478, -0.55223, -4.75765], [-1.72019, -1.44757, -6.19364]], "forces_ev_per_angstrom": [[0.20, -0.17, 0.31], [0.06, 0.00, 0.04], [-0.11, 0.05, -0.09], [0.06, -0.05, 0.01], [-0.04, 0.18, 0.08], [-0.21, 0.11, -0.09], [0.00, -0.08, -0.13], [0.02, 0.01, 0.03], [0.13, -0.47, 0.00], [-0.06, -0.04, 0.03], [0.01, 0.05, 0.10], [0.45, 0.58, -0.18], [-0.03, 0.17, 0.10], [-0.17, -0.31, 0.03], [0.18, 0.11, -0.14], [-0.12, 0.09, 0.14], [-0.06, -0.22, -0.06], [-0.07, -0.13, -0.16], [-0.01, 0.01, -0.01], [-0.04, -0.02, 0.03], [-0.01, 0.00, 0.02], [-0.01, -0.01, -0.01], [-0.04, 0.06, 0.04], [0.04, 0.01, 0.02], [0.01, 0.00, 0.01], [-0.04, 0.04, 0.02], [-0.02, -0.01, 0.01], [0.01, -0.01, -0.01], [0.07, -0.01, -0.04], [0.15, 0.03, 0.03], [-0.03, -0.06, -0.02], [0.01, 0.19, -0.22], [0.16, -0.09, 0.02], [0.35, -0.07, 0.13], [-0.13, 0.04, -0.07], [-0.49, -0.32, 0.24], [-0.20, -0.02, -0.08], [0.64, 0.14, -0.11], [-0.12, -0.31, 0.03], [0.08, 0.09, -0.03], [-0.10, 0.03, 0.04], [0.23, -0.15, 0.06], [-0.68, 0.27, -0.12], [0.00, -0.02, 0.00], [0.01, 0.02, -0.01], [-0.06, -0.03, 0.03], [-0.07, -0.02, 0.01], [0.01, 0.00, 0.01], [0.05, 0.03, -0.01], [-0.01, -0.01, 0.01], [0.01, -0.02, -0.01], [-0.05, 0.08, 0.02], [0.07, -0.03, 0.06], [-0.08, 0.02, -0.08], [0.05, 0.04, 0.11], [0.04, -0.06, -0.07], [0.11, -0.21, -0.09], [-0.08, 0.21, -0.17], [-0.02, 0.12, 0.17], [0.02, 0.15, -0.05], [-0.08, 0.04, -0.04], [0.00, 0.01, 0.01], [0.02, -0.02, 0.01], [0.01, 0.03, 0.04]], "total_charge": -1, "homo_energy_ev": [-4.8, -4.8], "e_lumo_ev": [1.9, 1.9], "multiplicity": 1, "gap_ev": [6.663, 6.662], "e_above_lowest_kcal_mol": 12.0}

3.
{"formula": "C14H21F5FeIOP2S", "method": "the ωB97M-V functional and the def2-TZVPD basis", "symbols": ["C", "I", "H", "H", "H", "Fe", "P", "C", "C", "H", "H", "H", "H", "H", "H", "C", "H", "H", "H", "P", "C", "C", "H", "H", "H", "C", "H", "H", "H", "H", "H", "H", "C", "O", "F", "C", "C", "F", "C", "F", "C", "S", "C", "F", "C", "F"], "coordinates": [[-0.36165, 0.22782, -3.07468], [1.64705, 0.40222, 1.65959], [0.48763, 0.31964, -3.80520], [-1.06378, 1.07795, -3.25272], [-0.91501, -0.71629, -3.31549], [0.48791, 0.42578, -1.41703], [0.58283, 2.51962, -1.13817], [-0.81168, 3.42427, -0.35300], [2.02890, 3.18582, -0.18564], [2.24986, 4.23135, -0.48224], [1.01769, 4.42816, -2.62497], [2.90183, 2.55175, -0.40193], [1.62843, 2.86293, -3.27416], [-0.92820, 3.06943, 0.67980], [1.81865, 3.13170, 0.89525], [0.79389, 3.35253, -2.74832], [-0.65564, 4.52287, -0.35594], [-0.12059, 3.22447, -3.34487], [-1.73583, 3.18238, -0.90041], [0.67647, -2.23881, -1.21280], [-0.87679, -3.07279, -0.36265], [0.77924, -2.97983, -2.76664], [2.89069, -2.12029, -0.36393], [2.23190, -3.79164, -0.43587], [1.80982, -2.71416, 0.94513], [2.01775, -2.75759, -0.14469], [1.58980, -2.44996, -3.27301], [1.03400, -4.01797, -2.56753], [-0.68861, -4.12246, -0.30648], [-1.78467, -2.77321, -0.88679], [-0.16541, -2.87203, -3.29824], [-1.01976, -2.77154, 0.75091], [-1.39956, 0.30922, -0.52791], [-2.57279, 0.23832, -0.16158], [-1.40466, -0.32196, 6.21487], [-1.36473, -0.49231, 4.88461], [-1.79847, 0.50742, 4.02949], [-2.25700, 1.66203, 4.54640], [-1.65080, 0.38017, 2.67024], [-1.94236, 1.50915, 1.98666], [-1.17621, -0.81466, 2.20144], [-0.22004, -0.77330, 0.42294], [-0.66768, -1.79753, 3.01267], [0.03833, -2.87848, 2.55144], [-0.80897, -1.66525, 4.35353], [-0.32173, -2.60493, 5.17793]], "forces_ev_per_angstrom": [[-0.76, 0.12, -2.83], [1.90, 0.65, 0.89], [-0.44, 0.00, 0.61], [0.52, -0.55, 0.29], [0.51, 0.76, 0.65], [0.27, -3.48, 0.05], [0.98, 5.43, 0.50], [-0.26, -0.47, -0.13], [0.21, -0.19, -0.13], [-0.26, -0.60, 0.12], [-0.18, -0.55, 0.00], [-0.13, 0.35, 0.12], [-0.23, 0.28, 0.05], [0.03, 0.21, -0.26], [0.07, 0.17, -0.53], [0.05, -0.08, -0.29], [0.12, -0.71, -0.11], [0.30, 0.16, 0.09], [0.18, 0.21, 0.21], [-1.97, -0.08, 1.76], [0.72, 1.19, 0.98], [0.61, -0.39, -1.04], [-0.12, -0.43, 0.16], [0.16, 0.07, 0.21], [-0.06, -0.02, -0.84], [0.84, 0.03, 0.11], [-0.04, -0.40, -0.42], [-0.01, -0.27, -0.52], [-0.07, -0.95, -0.50], [0.03, -0.34, -0.16], [0.14, -0.15, -0.11], [0.25, -0.92, -2.25], [-6.92, -0.81, 0.83], [5.14, 0.66, -1.86], [-0.10, -0.22, -1.53], [0.21, -0.22, 1.15], [-0.37, 1.10, 1.51], [0.33, -1.05, -0.48], [-0.84, 1.06, 0.67], [0.47, -1.20, -0.13], [1.68, 0.58, -3.33], [-2.48, 0.75, 5.04], [0.40, -1.21, -0.20], [-0.71, 1.17, 0.14], [0.34, -0.42, 2.15], [-0.49, 0.74, -0.62]], "total_charge": 2, "homo_energy_ev": [-14.7, -15.7], "e_lumo_ev": [-9.2, -10.4], "multiplicity": 6, "s2": 8.8772, "gap_ev": [5.561, 5.223]}